Record 1
65
Properties=species:S:1:pos:R:3:forces:R:3 method="wB97M-V/def2-TZVPD" e_above_lowest_ev=0.000 total_charge=+1 e_homo_ev=-12.132 spin_multiplicity=1
In 1.34977 0.53425 0.52522 0.026 -0.055 0.049
N 1.03482 2.54775 -0.78737 0.026 -0.026 0.010
C -0.27650 2.74333 -1.36713 -0.010 -0.005 -0.014
C -0.68652 4.02013 -1.72347 -0.001 0.011 -0.005
C -1.94410 4.22654 -2.26117 0.010 0.007 0.002
C -2.80951 3.15624 -2.44849 -0.005 -0.011 0.001
C -2.41056 1.88481 -2.08459 -0.004 0.016 -0.009
C -1.14285 1.66243 -1.54168 -0.005 -0.010 0.010
P -0.66212 0.00766 -1.00183 0.019 -0.009 -0.005
C -0.31207 -1.01701 -2.44255 0.022 0.015 -0.005
C -1.30368 -1.26812 -3.39339 -0.008 -0.007 0.013
C -1.01201 -2.03410 -4.50738 0.001 0.000 0.001
C 0.26703 -2.55301 -4.67909 -0.001 0.006 0.004
C 1.25333 -2.30684 -3.73779 0.003 -0.009 -0.001
C 0.96710 -1.53828 -2.61721 -0.010 -0.023 0.005
C -2.10254 -0.68850 -0.15801 -0.025 0.050 0.004
C -2.83895 0.12470 0.70602 -0.015 -0.010 -0.010
C -3.87138 -0.41842 1.45396 -0.004 -0.014 0.005
C -4.17530 -1.76930 1.34473 0.006 0.014 0.003
C -3.45281 -2.57675 0.47876 0.009 -0.003 -0.008
C -2.41626 -2.04100 -0.27245 0.001 -0.011 -0.008
H 1.27746 3.34755 -0.20731 -0.016 0.008 0.004
H 1.74828 2.46505 -1.50859 -0.007 0.014 -0.009
H -0.01510 4.85594 -1.57046 -0.002 0.001 0.001
H -2.25267 5.22748 -2.53080 0.001 0.000 0.001
H -3.79490 3.31696 -2.86349 0.000 -0.002 0.000
H -3.09953 1.05671 -2.19573 -0.003 0.006 0.007
H -2.30329 -0.87264 -3.26124 0.005 -0.004 -0.006
H -1.78036 -2.22829 -5.24347 0.001 0.000 0.000
H 0.49144 -3.15125 -5.55206 0.000 0.000 0.000
H 2.24764 -2.71061 -3.87267 0.000 0.000 -0.002
H 1.74695 -1.34270 -1.89122 0.000 0.011 0.004
H -2.62956 1.18578 0.77591 0.023 0.011 0.020
H -4.43981 0.21711 2.11953 0.003 0.000 0.001
H -4.98203 -2.19042 1.92947 -0.002 0.001 -0.001
H -3.69817 -3.62588 0.38155 0.000 0.000 -0.001
H -1.86326 -2.67655 -0.95373 0.005 0.003 -0.019
N 2.68944 -1.93069 2.04432 0.062 -0.071 -0.048
C 2.63083 -3.20946 2.42626 -0.049 0.023 0.051
C 1.46310 -3.74023 1.91504 0.025 -0.016 -0.028
C 0.87568 -2.69072 1.21135 -0.050 0.036 0.053
N 1.62708 -1.59252 1.29415 0.052 -0.014 -0.034
H 3.41281 -1.23824 2.20032 -0.026 0.045 0.044
H 3.40712 -3.64484 3.03209 0.001 -0.003 -0.001
H 1.09283 -4.74188 2.03727 0.002 -0.003 -0.009
H -0.05750 -2.66981 0.67260 0.007 -0.003 0.004
F -0.22351 1.73701 5.83898 -0.005 0.014 -0.038
C -0.16327 1.29390 4.60228 -0.120 0.096 0.168
C -0.43894 0.16451 3.74517 0.336 -0.002 -0.117
F -0.72935 -1.12468 3.66819 -0.012 0.051 0.009
C -1.18496 1.42631 3.44882 -0.008 0.123 0.101
F -2.48384 1.54959 3.75586 0.057 -0.033 0.023
C -0.55222 2.17994 2.32001 0.019 -0.058 -0.144
O -1.02414 3.00369 1.58500 -0.024 -0.004 0.023
C 0.89612 1.69524 2.33277 0.009 0.189 0.070
F 1.74031 2.80489 2.32353 -0.009 -0.050 -0.005
C 0.89382 0.92260 3.61675 -0.232 -0.376 -0.020
F 1.99508 0.26548 4.04091 -0.072 0.065 -0.043
Cl 5.82667 2.24911 -0.58596 0.008 -0.006 0.002
C 5.41854 0.52997 -0.41749 -0.036 0.009 -0.044
Cl 6.52176 -0.31580 0.65666 0.004 -0.016 0.017
C 3.98669 0.47790 0.09301 0.019 0.026 0.035
O 3.71831 0.50552 1.30093 -0.016 0.015 -0.036
O 3.07061 0.44221 -0.79803 0.017 -0.021 -0.067
H 5.48293 0.08029 -1.40155 -0.004 0.012 -0.003

Record 2
66
Properties=species:S:1:pos:R:3:forces:R:3 method="wB97M-V/def2-TZVPD" e_above_lowest_ev=0.252 total_charge=+2 e_homo_ev=-14.770 spin_multiplicity=1
Ir -0.08577 0.34900 0.57196 0.176 0.228 0.132
C -1.41843 -2.45540 -2.30068 -0.017 -0.014 0.013
C -1.21835 -1.56857 -1.12543 0.027 -0.024 -0.070
N -0.14790 -0.84907 -0.96338 -0.140 -0.017 0.026
N 0.87127 -0.91265 -1.85835 0.126 -0.116 -0.068
C 1.80430 -0.00838 -1.68381 -0.032 0.073 -0.038
N 2.84419 -0.00332 -2.51151 0.019 -0.028 -0.010
S 1.77544 1.22650 -0.42954 -0.034 0.050 0.026
C -2.24700 -1.42738 -0.07972 0.049 0.008 0.010
C -3.42858 -2.13832 -0.08448 -0.018 0.008 0.005
C -4.35274 -1.91658 0.93312 0.006 0.022 0.015
C -4.07308 -0.97350 1.90328 0.012 -0.029 0.005
C -2.86320 -0.29534 1.84946 -0.039 0.051 0.028
N -1.96914 -0.52425 0.89185 0.029 -0.059 0.104
H -0.55337 -2.43443 -2.95337 -0.010 -0.010 0.013
H -2.29712 -2.12687 -2.86042 0.000 0.006 -0.003
H -1.60609 -3.47970 -1.97062 0.017 0.013 0.003
H 2.88036 -0.65532 -3.28018 -0.028 0.034 0.004
H 3.58342 0.67223 -2.41618 -0.008 0.011 0.005
H -3.63575 -2.84768 -0.87256 0.009 -0.012 0.011
H -5.28117 -2.47080 0.95569 -0.005 0.005 -0.011
H -4.77123 -0.76081 2.70022 0.003 0.014 -0.002
H -2.60367 0.45403 2.58748 0.010 -0.042 0.002
F 0.21241 3.80413 6.58994 0.003 -0.005 -0.006
C 1.42970 3.28241 6.39224 0.020 0.016 0.013
F 2.24340 4.27210 6.00945 -0.013 -0.011 0.000
F 1.87213 2.79580 7.55035 -0.006 -0.001 -0.012
C 1.36984 2.21085 5.32107 0.036 -0.088 0.025
C 0.84419 2.55715 4.08358 -0.095 0.083 -0.155
C 0.79980 1.60124 3.08440 0.037 -0.218 0.079
C 1.25932 0.30696 3.32425 0.116 -0.154 0.172
C 1.75677 -0.03851 4.57848 0.071 0.075 -0.023
C 1.82944 0.92420 5.57264 -0.047 0.078 0.029
P 1.05387 -0.91091 2.03185 -0.020 -0.085 -0.189
C 2.62829 -1.50530 1.40476 0.168 0.015 0.210
C 3.81196 -1.06463 2.00845 -0.156 -0.034 -0.084
C 5.03191 -1.52000 1.54335 0.030 -0.044 -0.057
C 5.07604 -2.41298 0.48051 0.083 0.037 0.050
C 3.91124 -2.85129 -0.12669 -0.057 0.038 -0.001
C 2.68711 -2.39323 0.33175 -0.087 -0.043 -0.079
C 6.42157 -2.85414 -0.05512 0.010 0.058 -0.038
F 6.32625 -3.99502 -0.74248 -0.008 0.012 -0.003
F 6.90985 -1.91312 -0.88364 -0.025 -0.064 0.041
F 7.30203 -3.02821 0.93106 0.002 0.009 0.002
C 0.09550 -2.25862 2.73903 0.017 -0.001 -0.030
C -0.74458 -1.98558 3.81921 -0.090 0.039 -0.015
C -1.59692 -2.96446 4.30100 -0.029 -0.022 0.011
C -1.62111 -4.21201 3.69536 0.032 0.017 -0.042
C -0.75819 -4.50807 2.64818 0.008 0.006 0.057
C 0.10577 -3.53515 2.17603 0.026 -0.050 -0.065
C -2.64090 -5.24259 4.12256 -0.135 0.024 -0.081
F -3.07325 -5.03165 5.36423 0.018 0.002 0.029
F -3.71106 -5.16324 3.29850 0.074 -0.011 0.060
F -2.15995 -6.48083 4.03980 0.027 -0.012 0.003
H 0.48933 3.56337 3.90322 -0.001 0.004 0.014
H 0.43336 1.91120 2.09367 -0.060 0.127 -0.173
H 2.08731 -1.05128 4.78103 -0.006 0.037 -0.006
H 2.22996 0.67578 6.54558 0.001 0.004 0.004
H 3.79079 -0.35771 2.82433 -0.010 0.026 0.047
H 5.94981 -1.17940 2.00360 -0.004 -0.012 0.007
H 3.95746 -3.54139 -0.95761 0.005 -0.016 0.003
H 1.79052 -2.71571 -0.18198 -0.003 -0.001 0.033
H -0.73593 -1.01254 4.29437 -0.036 -0.028 -0.018
H -2.23980 -2.75837 5.14610 -0.011 -0.008 -0.005
H -0.74984 -5.49974 2.21557 -0.012 0.004 0.000
H 0.79626 -3.79175 1.38492 -0.022 0.025 -0.007

Record 3
61
Properties=species:S:1:pos:R:3:forces:R:3 method="wB97M-V/def2-TZVPD" e_above_lowest_ev=0.908 total_charge=+3 e_homo_ev=-17.611 spin_multiplicity=1
W 0.98723 0.43904 0.90926 0.432 -0.165 -0.584
O -1.64342 1.41875 -2.10434 0.038 -0.005 0.003
C -0.86301 0.83081 -1.44417 -0.070 -0.122 0.007
O -0.62496 1.08926 -0.11639 -0.069 0.265 -0.140
C -0.01467 -0.32966 -1.87924 -0.024 0.025 -0.049
C 0.04833 -0.88625 -3.14744 -0.004 -0.030 0.038
C 0.99958 -1.87040 -3.37813 -0.031 0.024 0.029
C 1.88373 -2.25041 -2.36114 0.078 -0.099 0.040
C 1.73155 -1.66544 -1.12558 -0.146 0.088 0.018
N 0.77375 -0.75552 -0.90404 0.028 0.050 -0.036
C 2.60718 -1.76740 0.07690 -0.355 -0.206 -0.189
O 3.71998 -2.08868 0.20527 -0.097 -0.180 0.165
O 1.83344 -1.18499 1.17016 0.590 0.352 0.278
H -0.61684 -0.52983 -3.92310 -0.001 0.009 0.006
H 1.08378 -2.32386 -4.35713 0.003 -0.002 -0.002
H 2.66924 -2.97520 -2.53188 0.006 0.012 -0.001
Ge -1.35730 -0.58662 1.58042 0.107 0.080 -0.192
C -0.67778 1.27836 3.93477 0.078 0.028 0.001
C -0.06597 0.00132 3.82492 -0.014 -0.042 -0.077
C -0.60863 -1.09228 4.48989 0.020 0.045 -0.013
C -1.74283 -0.91368 5.29185 0.012 0.033 -0.011
C -2.30041 0.34519 5.45353 0.016 0.020 -0.019
C -1.76981 1.44459 4.77848 -0.052 -0.028 0.024
C -1.92124 -2.32685 1.15830 0.030 -0.032 0.018
C -1.01272 -3.36140 0.89086 0.002 -0.013 -0.014
C -1.48710 -4.63307 0.63534 0.014 0.016 0.002
C -2.86032 -4.87422 0.64315 0.003 0.017 0.004
C -3.76510 -3.85317 0.90829 0.006 0.000 -0.004
C -3.30200 -2.57505 1.17268 -0.032 0.022 -0.032
H -2.44240 0.42258 1.93100 0.002 0.015 0.024
H 0.94506 -0.09697 3.40595 -0.048 0.015 0.082
H -0.12362 -2.05923 4.44159 0.001 0.007 -0.010
H -2.15998 -1.76077 5.82039 -0.008 -0.010 -0.003
H -3.16077 0.47639 6.09610 0.000 0.009 0.003
H -2.24481 2.41079 4.88099 -0.005 0.000 0.014
H 0.05504 -3.17516 0.90357 -0.008 -0.018 0.014
H -0.79867 -5.44314 0.43701 0.004 -0.005 0.004
H -3.22604 -5.87285 0.44405 -0.005 -0.005 -0.004
H -4.82749 -4.05486 0.91053 -0.001 0.004 0.001
H -4.00939 -1.77967 1.37778 -0.005 -0.010 0.008
O 2.01846 1.64854 -2.72115 0.007 0.001 0.007
C 2.63383 1.81993 -1.72174 -0.026 0.093 -0.036
N 2.11722 1.48166 -0.39533 -0.201 -0.234 0.288
C 3.13159 1.63548 0.51288 -0.015 0.033 0.003
O 2.80932 1.19308 1.66613 0.185 0.185 -0.020
C 4.31172 2.18282 -0.08163 -0.005 -0.002 -0.032
C 5.54830 2.53460 0.43970 0.006 0.005 0.000
C 6.48433 3.04178 -0.45553 -0.014 -0.003 0.007
C 6.18655 3.17779 -1.81016 -0.021 -0.009 0.006
C 4.94149 2.80926 -2.33687 0.006 0.010 -0.024
C 4.01372 2.31601 -1.45432 -0.014 -0.017 0.037
H 5.77600 2.42520 1.49113 0.003 -0.001 0.007
H 7.46073 3.33647 -0.09635 0.003 0.001 0.001
H 6.94085 3.57806 -2.47482 0.000 0.001 -0.004
H 4.72302 2.91287 -3.39121 0.003 0.001 0.000
C -0.51841 3.77224 3.23282 0.042 0.030 0.038
C -0.21784 2.34197 3.06046 0.080 -0.123 0.169
O 0.50675 1.99118 2.07991 -0.540 -0.120 0.145
H 0.03535 4.14343 4.10335 -0.002 -0.005 0.007
H -1.57611 3.92547 3.45243 0.000 -0.006 -0.009
H -0.23280 4.33779 2.35050 0.005 -0.004 0.010